1.
Density functional theory data (wB97M-V/def2-TZVPD) for a cluster of 8 separate species, C25H65BO11PS in total.

Properties
strongest force on any atom: 3.65 eV Å⁻¹
HOMO level: -4.7 eV
calculated total energy: -70303.3023 eV
net charge: -1
2S+1: 1
HOMO-LUMO gap: 6.897 eV

Cartesian coordinates (Å):
C: -3.541 -0.846 -0.743
C: -2.067 -0.694 -1.162
C: -1.299 -2.006 -0.995
C: -0.958 -2.427 0.431
O: 0.230 -3.194 0.371
B: 0.548 -3.456 1.802
O: -0.057 -2.271 2.518
C: -0.517 -1.378 1.516
C: 0.584 -0.449 1.057
C: 1.540 -0.013 2.172
C: 1.294 1.340 2.863
C: 1.488 2.531 1.919
O: 0.413 3.457 2.150
C: 0.253 4.456 1.299
C: 0.908 4.470 -0.056
O: -0.458 5.338 1.612
P: -1.855 -0.518 2.463
S: -2.289 1.309 1.872
H: -4.231 -0.538 -1.519
H: -3.785 -0.320 0.172
H: -3.746 -1.901 -0.578
H: -1.567 0.130 -0.671
H: -2.074 -0.448 -2.221
H: -1.958 -2.782 -1.395
H: -0.432 -2.003 -1.645
H: -1.752 -3.081 0.802
H: -0.088 -4.433 2.194
H: 1.765 -3.490 1.929
H: 0.149 0.409 0.546
H: 1.181 -0.952 0.318
H: 1.640 -0.765 2.944
H: 2.518 0.074 1.704
H: 2.034 1.408 3.656
H: 0.325 1.395 3.343
H: 1.508 2.129 0.916
H: 2.456 2.968 2.154
H: 0.349 5.123 -0.700
H: 0.830 3.475 -0.478
H: 1.958 4.731 -0.027
H: -1.326 -0.443 3.764
H: -3.002 -1.331 2.530
C: -4.138 -6.365 -2.401
C: -3.374 -5.111 -2.020
O: -3.791 -4.632 -0.743
H: -5.212 -6.167 -2.420
H: -3.827 -6.726 -3.381
H: -3.969 -7.158 -1.667
H: -3.562 -4.317 -2.741
H: -2.297 -5.301 -1.991
H: -3.614 -5.324 -0.096
C: -3.462 8.451 1.917
C: -3.472 8.041 0.456
O: -2.150 7.835 -0.029
H: -2.882 9.366 2.050
H: -4.477 8.621 2.285
H: -2.995 7.678 2.530
H: -3.921 8.822 -0.158
H: -4.052 7.121 0.323
H: -1.748 7.136 0.501
C: -1.027 5.995 4.899
C: -1.021 4.631 5.567
O: -1.812 3.703 4.844
H: -2.047 6.374 4.821
H: -0.426 6.713 5.464
H: -0.629 5.928 3.884
H: -1.438 4.695 6.573
H: 0.004 4.247 5.643
H: -1.441 3.629 3.952
C: -0.853 -9.606 -4.462
C: -2.203 -9.117 -4.952
O: -2.302 -7.699 -4.865
H: -0.688 -9.295 -3.430
H: -0.785 -10.694 -4.517
H: -0.046 -9.177 -5.062
H: -3.004 -9.530 -4.340
H: -2.370 -9.425 -5.990
H: -1.605 -7.320 -5.411
C: 4.630 -3.230 -1.316
C: 4.507 -2.545 0.034
O: 3.288 -1.823 0.119
H: 4.582 -2.494 -2.121
H: 5.571 -3.777 -1.395
H: 3.804 -3.929 -1.467
H: 5.321 -1.833 0.175
H: 4.547 -3.279 0.847
H: 2.565 -2.460 0.003
C: -1.845 6.598 -3.494
C: -2.357 5.170 -3.492
O: -2.111 4.565 -2.228
H: -0.775 6.621 -3.283
H: -2.025 7.086 -4.455
H: -2.343 7.171 -2.708
H: -1.850 4.577 -4.252
H: -3.433 5.139 -3.695
H: -2.572 5.088 -1.561
C: 9.035 -1.086 -0.167
C: 8.859 -2.439 0.498
O: 7.999 -3.280 -0.264
H: 8.068 -0.596 -0.291
H: 9.683 -0.438 0.426
H: 9.472 -1.198 -1.162
H: 8.404 -2.325 1.481
H: 9.829 -2.934 0.622
H: 8.397 -3.396 -1.134


2.
Density functional theory data (wB97M-V/def2-TZVPD) for a cluster of 2 separate species, C6H16NO in total.

Properties
ΔE to the lowest compared entry with this formula, charge and spin: 32.8 kcal per mole
strongest force on any atom: 2.06 eV Å⁻¹
HOMO level: -12.4 eV
calculated total energy: -10011.8900 eV
net charge: +1
2S+1: 1
HOMO-LUMO gap: 9.094 eV

Cartesian coordinates (Å):
C: -0.298 0.719 1.628
C: -1.005 0.472 0.326
C: -0.368 -0.582 -0.589
C: -1.406 -1.372 -1.402
C: -0.962 -1.743 -2.796
C: -1.081 -0.900 -3.801
N: 1.101 1.198 1.502
H: -0.884 1.246 2.376
H: -0.204 -0.248 2.141
H: -1.158 1.403 -0.228
H: -2.031 0.199 0.548
H: 0.244 -1.264 0.000
H: 0.305 -0.088 -1.276
H: -1.717 -2.243 -0.825
H: -2.297 -0.758 -1.539
H: -0.662 -2.755 -3.046
H: -0.800 -1.114 -4.827
H: -1.315 0.163 -3.735
H: 1.714 0.426 1.397
H: 1.512 1.550 2.386
H: 1.305 1.750 0.666
H: 2.998 1.667 4.348
H: 3.894 0.858 3.317
O: 3.115 1.417 3.429


3.
Density functional theory data (wB97M-V/def2-TZVPD) for the molecule C3F5I.

Properties
strongest force on any atom: 3.62 eV Å⁻¹
HOMO level (alpha / beta): -6.2 / -10.8 eV
calculated total energy: -24790.9656 eV
2S+1: 3
HOMO-LUMO gap (alpha / beta): 5.720 / 5.598 eV
<S²>: 2.01

Cartesian coordinates (Å):
C: -0.431 0.691 0.369
C: 0.860 0.155 -0.189
C: -0.366 -0.714 -0.160
F: -1.220 1.553 -0.341
F: -0.458 1.042 1.617
F: 1.312 0.507 -1.360
F: 1.836 -0.047 0.702
F: -0.209 -1.759 1.121
I: -1.323 -1.427 -1.758


4.
Density functional theory data (wB97M-V/def2-TZVPD) for the molecule C21H33N3O3S.

Properties
ΔE to the lowest compared entry with this formula, charge and spin: 8.2 kcal per mole
strongest force on any atom: 1.20 eV Å⁻¹
SMILES string: Cc1ccc(CNC(=O)C2CCN(S(=O)(=O)N3C[C@H](C)C[C@@H](C)C3)CC2)cc1
HOMO level: -8.6 eV
calculated total energy: -43761.6493 eV
2S+1: 1
HOMO-LUMO gap: 9.168 eV

Cartesian coordinates (Å):
C: 3.317 -0.443 2.725
C: 2.418 0.684 2.312
C: 2.839 1.602 1.359
C: 2.005 2.620 0.941
C: 0.730 2.750 1.474
C: -0.215 3.798 0.952
N: -0.962 3.257 -0.173
C: -0.878 3.789 -1.400
O: -0.274 4.821 -1.640
C: -1.594 3.067 -2.553
C: -0.505 2.436 -3.433
C: 0.156 1.252 -2.730
N: -0.823 0.362 -2.121
S: -0.588 -0.126 -0.559
O: -1.542 0.497 0.323
O: 0.802 0.033 -0.275
N: -1.045 -1.715 -0.718
C: -1.801 -2.316 0.364
C: -0.940 -3.212 1.271
C: -1.473 -3.197 2.700
C: 0.504 -2.718 1.211
C: 1.095 -2.872 -0.199
C: 1.671 -4.267 -0.432
C: 0.008 -2.555 -1.245
C: -2.203 0.593 -2.481
C: -2.671 2.028 -2.193
C: 0.309 1.841 2.433
C: 1.146 0.821 2.848
H: 4.323 -0.080 2.928
H: 2.936 -0.942 3.613
H: 3.380 -1.175 1.919
H: 3.826 1.507 0.930
H: 2.339 3.319 0.187
H: -0.924 4.099 1.732
H: 0.319 4.679 0.587
H: -1.327 2.325 -0.020
H: -2.051 3.876 -3.132
H: 0.254 3.187 -3.654
H: -0.946 2.108 -4.376
H: 0.749 0.674 -3.451
H: 0.829 1.594 -1.941
H: -2.627 -2.888 -0.076
H: -2.220 -1.488 0.936
H: -0.977 -4.241 0.897
H: -2.515 -3.511 2.723
H: -0.897 -3.871 3.330
H: -1.407 -2.193 3.114
H: 1.119 -3.267 1.926
H: 0.524 -1.661 1.486
H: 1.897 -2.137 -0.303
H: 2.490 -4.459 0.257
H: 0.911 -5.031 -0.283
H: 2.051 -4.355 -1.447
H: -0.462 -3.476 -1.601
H: 0.431 -2.024 -2.099
H: -2.315 0.360 -3.544
H: -2.791 -0.124 -1.907
H: -2.955 2.112 -1.145
H: -3.568 2.214 -2.787
H: -0.684 1.924 2.849
H: 0.801 0.117 3.593


5.
Density functional theory data (wB97M-V/def2-TZVPD) for the ion C5H13N3 with charge +2.

Properties
ΔE to the lowest compared entry with this formula, charge and spin: 78.1 kcal per mole
strongest force on any atom: 3.85 eV Å⁻¹
SMILES string: C#[N+]CCN([NH3+])CC
HOMO level: -18.4 eV
calculated total energy: -9845.0165 eV
net charge: +2
2S+1: 1
HOMO-LUMO gap: 10.796 eV

Cartesian coordinates (Å):
C: 0.651 -3.111 1.352
N: 0.937 -2.346 0.575
C: 1.443 -1.427 -0.356
C: 1.367 0.070 -0.022
N: 0.028 0.578 0.147
N: 0.152 1.827 0.854
C: -0.855 0.682 -1.000
C: -2.333 0.684 -0.559
H: 0.316 -4.059 1.908
H: 0.803 -1.818 -1.154
H: 2.411 -1.874 -0.608
H: 1.814 0.344 1.017
H: 2.077 0.522 -0.715
H: 0.940 2.471 0.588
H: 0.189 1.991 1.874
H: -0.847 2.144 0.667
H: -0.630 1.498 -1.642
H: -0.690 -0.220 -1.589
H: -2.579 1.707 -0.177
H: -2.923 0.435 -1.363
H: -2.271 -0.099 0.202